ORCA calculation (ωB97M-V/def2-TZVPD) on a cluster of 10 separate species, C60H50F10 in total.

Results
- ⟨S²⟩: 0.756
- LUMO (alpha / beta): 1.893 / 1.818 eV
- Kohn-Sham gap (alpha / beta): 1.5 / 6.9 eV
- 2S+1: 2
- Total charge: -1
- Maximum force: 3.56 eV/A
- ΔE to the lowest compared entry with this formula, charge and spin: 0.00 kcal per mole

```
120
Properties=species:S:1:pos:R:3:forces:R:3
F -1.332 -7.220 -2.263 0.684 1.465 -0.885
C -0.712 -6.066 -2.741 1.299 -0.475 -0.034
C -0.519 -4.983 -1.901 -1.217 -0.131 1.726
C 0.292 -3.919 -2.193 0.171 -0.246 -2.191
C 0.926 -3.983 -3.421 0.573 0.553 -1.185
C 0.715 -5.000 -4.377 0.527 -0.162 1.816
C -0.049 -6.088 -3.984 -1.422 -0.369 0.669
H -1.003 -4.867 -0.942 -0.399 -0.769 0.123
H 0.365 -2.994 -1.640 0.011 -0.319 0.555
H 1.601 -3.166 -3.633 0.121 0.074 -0.400
H 1.319 -5.113 -5.266 -0.133 0.453 -0.199
H -0.209 -6.946 -4.620 0.156 -0.106 -0.107
F 5.520 -0.568 0.789 0.471 -0.848 0.773
C 4.773 0.343 0.201 -0.790 1.617 -1.414
C 3.395 0.172 0.049 -0.023 -0.010 0.140
C 2.680 1.089 -0.707 0.620 0.993 -0.300
C 3.330 2.210 -1.272 -1.965 -1.359 0.256
C 4.640 2.420 -1.019 0.621 0.269 -0.182
C 5.386 1.474 -0.328 0.243 0.181 0.294
H 2.876 -0.638 0.538 0.061 -0.230 -0.021
H 1.609 1.042 -0.840 -0.077 -0.502 0.105
H 2.740 2.861 -1.900 0.034 0.353 0.115
H 5.043 3.350 -1.390 0.594 -0.079 0.008
H 6.438 1.688 -0.204 0.148 -0.391 0.234
F -2.461 1.254 -3.985 -0.239 0.191 -0.176
C -3.447 1.707 -4.796 0.253 -0.346 0.191
C -4.506 0.898 -5.073 -1.244 -0.684 -1.129
C -5.517 1.340 -5.961 0.403 -0.193 0.907
C -5.540 2.651 -6.349 2.249 1.819 -0.624
C -4.358 3.461 -6.146 -1.476 -1.177 1.336
C -3.324 2.961 -5.353 0.025 0.383 -0.479
H -4.604 -0.115 -4.712 0.403 -0.016 0.232
H -6.258 0.631 -6.300 -0.276 0.056 0.270
H -6.311 3.160 -6.907 -0.339 -0.526 -0.139
H -4.421 4.504 -6.417 0.390 -0.007 -0.307
H -2.385 3.453 -5.148 -0.093 0.480 -0.066
F -1.833 -3.740 3.843 -0.178 -0.593 0.091
C -2.126 -2.494 4.294 -0.203 0.382 0.227
C -1.273 -1.896 5.165 1.054 -0.982 -0.331
C -1.408 -0.533 5.433 -0.422 0.782 -0.106
C -2.397 0.183 4.731 0.038 0.269 0.337
C -3.383 -0.449 3.988 0.617 -0.953 0.504
C -3.265 -1.868 3.834 -0.639 0.129 -0.705
H -0.401 -2.457 5.466 0.211 -0.071 0.237
H -0.721 -0.068 6.125 -0.004 0.269 -0.112
H -2.339 1.259 4.798 -0.402 0.258 0.105
H -4.280 0.014 3.602 0.234 0.434 -0.149
H -4.027 -2.463 3.351 -0.061 0.037 -0.250
F 0.578 1.274 2.246 -0.097 0.434 0.467
C -0.196 0.435 1.547 -0.681 -0.509 -2.697
C -0.285 -0.892 1.866 -0.196 -1.118 1.415
C -0.954 -1.834 1.095 -0.129 0.746 -1.278
C -1.485 -1.422 -0.141 0.457 -0.938 0.660
C -1.346 -0.115 -0.547 -0.431 0.121 0.806
C -0.744 0.837 0.293 0.320 -0.114 0.192
H 0.034 -1.357 2.787 0.585 0.734 0.468
H -0.934 -2.863 1.422 -0.249 -0.066 0.012
H -1.934 -2.158 -0.792 -0.182 0.000 -0.138
H -1.814 0.126 -1.490 0.268 0.532 -0.113
H -0.686 1.846 -0.089 0.175 0.264 0.341
F -3.657 -8.257 0.064 0.083 -0.836 -0.054
C -3.664 -6.999 -0.382 -1.103 0.083 -2.012
C -3.498 -6.018 0.578 0.043 -2.315 -0.304
C -3.492 -4.750 0.154 -1.090 3.257 -0.938
C -3.851 -4.367 -1.161 0.657 -1.281 0.580
C -4.053 -5.379 -2.105 0.167 -0.269 0.446
C -3.967 -6.744 -1.760 0.400 1.508 1.917
H -3.450 -6.359 1.602 0.385 0.300 0.132
H -3.374 -3.936 0.855 0.173 0.050 0.291
H -3.911 -3.310 -1.374 -0.018 -0.052 -0.280
H -4.237 -5.148 -3.144 -0.178 0.181 -0.072
H -4.117 -7.458 -2.556 0.121 -0.445 0.467
F 4.268 4.655 7.401 0.462 -0.435 0.659
C 3.314 4.457 6.500 -0.769 -1.569 -2.644
C 3.226 3.269 5.703 -1.125 1.568 0.519
C 2.248 3.252 4.646 2.004 -1.251 1.133
C 1.527 4.342 4.311 -0.548 2.204 0.827
C 1.588 5.476 5.155 -0.212 -0.923 0.288
C 2.452 5.503 6.252 -0.103 0.524 -0.654
H 3.824 2.412 5.978 0.031 -0.106 -0.236
H 2.032 2.368 4.064 0.531 -0.338 0.027
H 0.895 4.345 3.436 -0.277 -0.142 0.157
H 0.826 6.236 5.061 0.285 0.402 -0.277
H 2.582 6.390 6.854 -0.297 0.109 0.135
F -0.694 4.678 0.238 0.222 -0.398 -0.473
C 0.458 4.931 -0.435 -0.095 0.731 0.416
C 0.408 5.207 -1.795 -0.755 -1.125 -0.480
C 1.511 5.692 -2.473 -0.216 -0.578 1.756
C 2.610 5.892 -1.658 1.985 0.532 -0.516
C 2.737 5.589 -0.295 -1.275 -0.341 -1.298
C 1.600 5.073 0.331 0.345 0.931 0.043
H -0.441 4.869 -2.369 -0.484 0.323 0.195
H 1.493 5.831 -3.544 0.152 0.189 0.077
H 3.486 6.292 -2.147 0.311 0.080 -0.009
H 3.696 5.738 0.181 -0.168 0.035 0.255
H 1.543 4.999 1.407 0.028 -0.448 0.007
F 3.322 -2.559 8.307 -0.178 0.528 -1.186
C 3.117 -1.940 7.086 1.010 -1.227 -1.229
C 2.624 -0.670 7.041 -1.296 0.213 0.317
C 2.280 -0.080 5.813 0.784 -1.421 -0.658
C 2.544 -0.816 4.648 0.788 0.428 -0.012
C 3.227 -2.059 4.661 -1.274 1.369 0.420
C 3.477 -2.635 5.879 -0.192 -0.037 2.031
H 2.243 -0.237 7.954 0.373 0.260 0.228
H 1.849 0.910 5.776 -0.175 -0.185 0.008
H 2.333 -0.386 3.681 -0.231 0.128 -0.063
H 3.446 -2.544 3.721 0.077 -0.137 0.075
H 3.867 -3.639 5.958 0.180 -0.031 0.070
F 0.247 -0.596 -3.157 0.427 0.055 -1.176
C 0.400 -0.067 -4.412 -0.065 1.151 -0.040
C -0.244 -0.641 -5.502 -0.573 0.298 0.499
C -0.399 0.088 -6.687 1.844 1.137 0.488
C 0.361 1.299 -6.823 -0.664 0.128 0.421
C 1.110 1.818 -5.768 -0.637 -1.336 1.104
C 1.059 1.160 -4.541 0.241 -0.992 0.406
H -0.762 -1.569 -5.309 -0.146 -0.133 -0.228
H -1.048 -0.295 -7.461 0.122 0.105 -0.151
H 0.308 2.031 -7.616 -0.397 -0.672 -0.826
H 1.672 2.740 -5.762 -0.116 0.125 -0.602
H 1.573 1.552 -3.675 -0.019 0.104 0.132
```
Forces are in eV/Å.

Atom charges from the Löwdin analysis, given in e for atoms 1 to 8: number 1, F, carries 0.018; number 2, C, carries -0.218; number 3, C, carries -0.027; number 4, C, carries -0.072; number 5, C, carries -0.098; number 6, C, carries -0.079; number 7, C, carries -0.031; number 8, H, carries 0.104

ORCA calculation (ωB97M-V/def2-TZVPD) on an isolated molecule of C3H2N2S3.

Results
- LUMO: -2.202 eV
- Kohn-Sham gap: 6.8 eV
- SMILES: S=C1C=NS/C1=N/S
- Maximum force: 6.04 eV/A
- ΔE to the lowest compared entry with this formula, charge and spin: 30.94 kcal per mole

```
10
Properties=species:S:1:pos:R:3:forces:R:3
S 1.375 0.729 1.260 -1.641 -1.195 0.548
C 0.068 -0.190 0.719 4.234 3.971 -1.663
C -0.468 -1.396 1.142 0.022 1.347 1.074
N -1.149 -1.980 0.290 -2.992 -3.370 -2.394
S -1.345 -1.353 -1.239 1.291 0.680 1.736
C -0.255 0.071 -0.710 -2.538 -3.879 1.493
N -0.006 0.816 -1.638 2.073 4.486 -1.386
S 0.876 2.317 -1.583 -0.454 -0.471 -1.216
H -0.483 -1.678 2.143 0.387 -0.862 1.598
H 1.385 2.664 -0.384 -0.382 -0.708 0.210
```
Forces are in eV/Å.

Atom charges from the natural (NBO) analysis, given in e for atoms 1 to 8: number 1, S, carries 0.050; number 2, C, carries -0.188; number 3, C, carries -0.037; number 4, N, carries -0.472; number 5, S, carries 0.500; number 6, C, carries 0.079; number 7, N, carries -0.483; number 8, S, carries 0.211

ORCA calculation (ωB97M-V/def2-TZVPD) on a cluster of 2 separate species, C6H13NO3 in total.

Results
- LUMO: 0.666 eV
- Kohn-Sham gap: 9.9 eV
- SMILES: CCCN1CCOC1=O.O
- Maximum force: 4.45 eV/A
- ΔE to the lowest compared entry with this formula, charge and spin: 34.78 kcal per mole

```
23
Properties=species:S:1:pos:R:3:forces:R:3
C 1.670 0.314 -3.115 0.052 -0.036 -0.203
C 1.379 0.660 -1.660 0.122 0.127 0.143
C 0.095 0.000 -1.171 -0.249 -0.210 -0.095
N -0.238 0.356 0.190 1.002 0.591 -0.697
C 0.514 -0.165 1.315 0.031 0.332 -0.071
C -0.295 0.360 2.506 0.426 1.971 -0.274
O -1.467 1.051 1.873 0.875 -0.555 1.837
C -1.461 0.812 0.553 -1.808 -4.002 0.718
O -2.519 0.550 -0.014 0.903 1.929 -0.562
H 1.769 -0.772 -3.252 -0.023 0.258 0.018
H 0.860 0.663 -3.773 0.215 -0.100 0.170
H 2.604 0.782 -3.453 -0.242 -0.129 0.063
H 2.222 0.341 -1.028 -0.180 0.088 -0.141
H 1.285 1.750 -1.539 0.015 -0.264 -0.016
H -0.753 0.303 -1.800 0.160 -0.106 0.164
H 0.184 -1.098 -1.246 -0.020 0.180 -0.056
H 0.544 -1.266 1.279 -0.046 0.189 -0.042
H 1.543 0.216 1.321 -0.159 -0.160 0.052
H -0.467 -0.384 3.289 -1.073 0.063 -0.649
H 0.233 1.170 3.025 0.020 -0.134 -0.282
O -2.574 -1.669 2.568 -0.656 0.452 -1.694
H -2.952 -1.436 1.660 0.767 -0.406 1.767
H -2.177 -2.539 2.474 -0.134 -0.079 -0.149
```
Forces are in eV/Å.

Atom charges from the natural (NBO) analysis, given in e for atoms 1 to 8: number 1, C, carries -0.607; number 2, C, carries -0.403; number 3, C, carries -0.210; number 4, N, carries -0.455; number 5, C, carries -0.234; number 6, C, carries -0.074; number 7, O, carries -0.495; number 8, C, carries 0.885

ORCA calculation (ωB97M-V/def2-TZVPD) on a structure of composition C22H13BCl2F4MoN4O3STe.

Results
- LUMO: 4.123 eV
- Kohn-Sham gap: 5.5 eV
- Total charge: -2
- Maximum force: 1.19 eV/A
- ΔE to the lowest compared entry with this formula, charge and spin: 52.35 kcal per mole

```
52
Properties=species:S:1:pos:R:3:forces:R:3
Mo -0.271 0.678 0.048 -0.154 0.585 0.131
Cl 4.697 2.808 -4.412 -0.019 -0.007 -0.006
C 3.204 2.176 -3.763 0.002 0.003 -0.018
C 3.088 2.049 -2.388 -0.017 0.053 0.060
C 1.918 1.554 -1.818 -0.084 0.003 -0.005
N 1.740 1.256 -0.461 -0.191 -0.121 -0.101
C 2.605 1.800 0.440 0.037 -0.064 0.142
O 3.133 2.903 0.359 0.025 -0.042 -0.054
C 3.019 0.912 1.594 0.081 0.026 0.079
C 3.502 1.507 2.757 -0.039 0.009 -0.037
C 4.060 0.701 3.727 0.034 -0.062 0.047
C 4.127 -0.667 3.504 0.006 0.068 -0.044
C 3.607 -1.164 2.320 0.023 0.054 0.001
N 3.067 -0.397 1.377 0.001 -0.039 -0.030
C 0.854 1.190 -2.672 0.123 -0.001 -0.029
C 0.982 1.321 -4.050 -0.140 0.024 0.098
C 2.158 1.817 -4.593 0.041 0.025 -0.055
Cl 2.272 1.979 -6.329 0.006 0.001 0.036
N -0.232 0.632 -1.992 -0.175 0.096 -0.046
C -1.426 0.331 -2.568 0.007 -0.212 0.105
O -1.806 0.602 -3.699 0.045 0.026 -0.035
C -2.285 -0.523 -1.650 0.147 0.122 -0.101
C -3.403 -1.123 -2.147 -0.052 -0.172 0.025
C -4.011 -2.132 -1.370 0.007 0.103 -0.028
C -3.513 -2.406 -0.133 -0.188 0.124 0.162
C -2.462 -1.616 0.398 0.451 -0.990 -0.474
N -1.785 -0.781 -0.412 -0.074 0.134 -0.149
H 3.914 2.352 -1.764 -0.009 -0.001 0.019
H 3.440 2.580 2.862 0.000 0.001 -0.009
H 4.434 1.128 4.650 -0.007 -0.002 -0.007
H 4.547 -1.339 4.240 -0.004 -0.009 -0.001
H 3.607 -2.229 2.123 -0.001 -0.019 -0.005
H 0.158 1.053 -4.690 0.003 -0.014 -0.010
H -3.716 -0.881 -3.152 -0.022 0.022 0.001
H -4.849 -2.698 -1.759 -0.002 0.003 -0.005
H -3.962 -3.159 0.501 0.039 -0.009 -0.013
H -1.928 -2.005 1.251 -0.056 0.426 0.250
O -1.087 2.059 0.473 0.373 -0.365 -0.029
F -0.123 -0.492 1.889 0.226 -0.077 0.021
B 0.333 -1.223 3.136 -0.041 0.147 -0.297
F 1.178 -0.360 3.803 -0.029 -0.030 0.084
F -0.799 -1.513 3.849 -0.104 -0.066 0.090
F 0.969 -2.372 2.682 0.053 -0.014 0.042
Te -3.963 -0.177 2.330 -0.304 0.317 0.291
C -5.645 -1.402 2.084 -0.004 -0.027 -0.055
C -6.726 -1.254 1.253 0.017 -0.041 -0.059
C -7.647 -2.340 1.295 0.006 0.004 -0.004
C -7.262 -3.323 2.156 -0.012 -0.010 0.005
S -5.776 -2.910 2.914 -0.019 0.009 0.014
H -6.841 -0.385 0.620 -0.006 0.005 0.006
H -8.554 -2.387 0.706 0.000 0.004 -0.001
H -7.773 -4.247 2.378 -0.001 0.002 0.002
```
Forces are in eV/Å.

Atom charges from the natural (NBO) analysis, given in e for atoms 1 to 8: number 1, Mo, carries 1.518; number 2, Cl, carries -0.038; number 3, C, carries -0.059; number 4, C, carries -0.261; number 5, C, carries 0.152; number 6, N, carries -0.686; number 7, C, carries 0.656; number 8, O, carries -0.637